# 1
Molecular formula: C11H21N3
Method: DFT, the ωB97M-V functional and the def2-TZVPD basis

Calculated values
**Orbital gap**: 0.3359 hartree
**Relative energy (zero: lowest compared OMol25 entry of this formula, charge and spin)**: 0.0 kJ/mol
**Molecular weight**: 195.3 Da
**Max |F|**: 3.7 eV/Å
**HOMO energy**: -8.34 eV
**Structure (SMILES)**: CC(C)NCCCCCc1c[nH]cn1
**E_LUMO**: 0.80 eV

Geometry (Å):
C  2.307  -1.254  1.469
C  2.450  -1.077  0.007
C  2.058  -2.336  -0.696
N  1.674  -0.006  -0.592
C  2.002  1.346  -0.106
C  1.056  2.262  -0.904
C  -0.488  1.998  -0.744
C  -1.104  1.986  0.670
C  -2.514  1.390  0.719
C  -2.623  -0.063  0.276
C  -3.632  -0.724  -0.302
N  -3.093  -2.006  -0.561
C  -1.823  -2.003  -0.110
N  -1.451  -0.868  0.421
H  1.273  -1.430  1.732
H  2.913  -2.087  1.739
H  2.631  -0.395  2.041
H  3.499  -0.846  -0.389
H  2.187  -2.336  -1.765
H  0.932  -2.402  -0.497
H  2.584  -3.161  -0.218
H  0.685  -0.169  -0.359
H  3.017  1.561  -0.246
H  1.729  1.488  0.990
H  1.309  2.207  -1.949
H  1.245  3.334  -0.649
H  -0.707  1.041  -1.171
H  -0.998  2.786  -1.370
H  -1.121  2.955  1.209
H  -0.584  1.308  1.394
H  -2.864  1.404  1.780
H  -3.198  2.085  0.160
H  -4.717  -0.469  -0.369
H  -3.499  -2.631  -1.240
H  -1.137  -2.891  -0.371

Cartesian forces, eV/Å:
0.23 0.65 0.58
1.52 1.06 -2.63
-2.01 -0.61 0.83
-0.31 0.55 0.65
-3.57 -0.54 0.67
-0.24 1.45 0.99
0.53 1.23 0.13
0.52 -0.78 1.27
-1.33 0.52 0.35
2.22 1.56 0.74
-0.81 -1.04 -0.14
-1.19 0.74 -0.04
1.58 -1.64 -1.14
-1.75 0.10 -0.62
-0.39 -0.23 0.00
0.40 -0.78 0.66
0.19 0.26 0.12
-0.77 -0.27 1.25
0.26 0.15 -0.31
1.38 -0.48 -0.31
-0.22 -0.34 -0.26
0.40 -0.04 -0.12
1.51 0.37 -0.33
0.58 -0.18 -0.91
-0.01 -0.30 -0.52
-0.09 -0.66 0.11
-0.23 -0.52 -0.52
0.31 -0.82 0.58
0.04 -0.25 -0.68
0.38 0.53 -0.87
0.25 0.26 -0.63
0.27 -0.96 0.29
1.36 -0.34 -0.33
0.19 -0.23 0.34
-1.21 1.57 0.80

Per-atom Mulliken charges, elementary charge units: number 1, C, carries -1.342; number 2, C, carries 0.196; number 3, C, carries -0.740; number 4, N, carries -0.288; number 5, C, carries -0.721; number 6, C, carries -0.937; number 7, C, carries -0.713; number 8, C, carries -0.284; number 9, C, carries -0.793; number 10, C, carries 0.375; number 11, C, carries -0.672; number 12, N, carries -0.085; number 13, C, carries -0.218; number 14, N, carries -0.191; number 15, H, carries 0.206; number 16, H, carries 0.490; number 17, H, carries 0.381; number 18, H, carries 0.299; number 19, H, carries 0.354; number 20, H, carries -0.282; number 21, H, carries 0.416; number 22, H, carries 0.343; number 23, H, carries 0.560; number 24, H, carries 0.191; number 25, H, carries 0.376; number 26, H, carries 0.429; number 27, H, carries 0.346; number 28, H, carries 0.348; number 29, H, carries 0.410; number 30, H, carries 0.139; number 31, H, carries 0.328; number 32, H, carries 0.270; number 33, H, carries 0.342; number 34, H, carries 0.240; number 35, H, carries 0.228



# 2
Molecular formula: C11H21NO6
Method: DFT, the ωB97M-V functional and the def2-TZVPD basis

Calculated values
**Orbital gap**: 0.2940 hartree
**Relative energy (zero: lowest compared OMol25 entry of this formula, charge and spin)**: 0.0 kJ/mol
**Molecular weight**: 263.3 Da
**Max |F|**: 0.5 eV/Å
**HOMO energy**: -7.87 eV
**Structure (SMILES)**: CC(=O)OC(=O)COC(=O)O.CCN(CC)CC
**E_LUMO**: 0.13 eV

Geometry (Å):
C  2.048  0.442  -4.226
C  3.521  0.509  -3.964
O  4.121  1.467  -3.580
O  4.208  -0.691  -4.182
C  4.118  -1.647  -3.179
O  3.592  -2.689  -3.354
C  4.835  -1.259  -1.881
O  3.964  -1.352  -0.760
C  2.967  -0.429  -0.593
O  1.840  -0.757  -0.429
O  3.374  0.855  -0.515
H  1.536  0.390  -3.255
H  1.749  1.369  -4.724
H  1.770  -0.423  -4.828
H  5.608  -2.018  -1.719
H  5.331  -0.284  -1.958
H  4.075  1.081  -1.146
C  -0.475  -0.914  1.870
C  -1.367  0.284  1.590
N  -2.743  -0.082  1.295
C  -3.525  1.001  0.728
C  -3.786  2.237  1.597
C  -3.406  -0.894  2.301
C  -3.485  -0.342  3.731
H  -0.533  -1.638  1.057
H  0.561  -0.587  1.951
H  -0.736  -1.415  2.803
H  -0.980  0.806  0.711
H  -1.285  0.993  2.430
H  -4.482  0.585  0.401
H  -3.010  1.324  -0.182
H  -4.508  2.038  2.388
H  -4.193  3.040  0.979
H  -2.870  2.609  2.056
H  -2.902  -1.862  2.337
H  -4.416  -1.104  1.937
H  -2.522  0.048  4.065
H  -3.769  -1.141  4.418
H  -4.223  0.453  3.831

Cartesian forces, eV/Å:
-0.06 0.09 -0.15
0.16 0.11 0.18
-0.07 -0.08 -0.01
-0.20 -0.12 -0.02
0.19 0.31 0.20
-0.12 -0.28 -0.14
0.16 0.06 0.23
-0.04 -0.11 -0.28
0.38 0.05 -0.11
-0.08 0.03 0.17
-0.16 0.09 -0.43
0.05 0.01 -0.16
-0.01 -0.17 0.18
0.09 0.09 0.12
-0.16 0.18 -0.01
-0.15 -0.11 -0.06
0.03 -0.14 0.27
-0.01 -0.03 0.06
0.02 0.00 0.00
0.02 0.02 0.02
-0.04 0.03 -0.08
-0.03 0.01 -0.02
-0.03 -0.08 0.04
-0.04 -0.02 0.00
-0.01 0.00 0.00
0.01 0.00 -0.01
-0.03 0.01 0.00
-0.02 0.02 0.00
0.00 0.00 0.00
0.00 -0.01 0.02
0.03 0.00 0.02
0.03 -0.01 0.02
0.00 0.00 0.00
0.01 0.00 0.00
0.04 0.02 -0.01
0.00 0.03 0.00
0.01 -0.02 0.00
-0.01 0.00 0.00
0.04 0.03 -0.01

Per-atom Mulliken charges, elementary charge units: number 1, C, carries -0.871; number 2, C, carries 0.707; number 3, O, carries -0.492; number 4, O, carries -0.319; number 5, C, carries 0.541; number 6, O, carries -0.428; number 7, C, carries -0.454; number 8, O, carries -0.357; number 9, C, carries 0.701; number 10, O, carries -0.432; number 11, O, carries -0.446; number 12, H, carries 0.220; number 13, H, carries 0.328; number 14, H, carries 0.342; number 15, H, carries 0.287; number 16, H, carries 0.368; number 17, H, carries 0.314; number 18, C, carries -1.406; number 19, C, carries -0.352; number 20, N, carries 0.107; number 21, C, carries -0.707; number 22, C, carries -0.975; number 23, C, carries -0.711; number 24, C, carries -0.954; number 25, H, carries 0.314; number 26, H, carries 0.350; number 27, H, carries 0.370; number 28, H, carries 0.483; number 29, H, carries 0.216; number 30, H, carries 0.355; number 31, H, carries 0.397; number 32, H, carries 0.220; number 33, H, carries 0.399; number 34, H, carries 0.275; number 35, H, carries 0.365; number 36, H, carries 0.359; number 37, H, carries 0.255; number 38, H, carries 0.369; number 39, H, carries 0.262



Which value of HOMO energy does entry 2 give? -7.87 eV



What is the orbital gap in the second record? 0.2940 hartree